H17O9 | wB97M-V/def2-TZVPD

Summary:
HOMO (alpha / beta): -11.00 / -10.94 eV
E_tot: -687.1632 Ha
Lowest unoccupied orbital energy (alpha / beta): -0.028 / -0.238 Ha
Spin multiplicity: 2
Energy above the lowest of the compared OMol25 structures with the same formula, charge and spin: 145.55 kJ/mol

Each line ends with the Mulliken charge.
CARTESIAN COORDINATES (ANGSTROEM)
O 2.11588 1.66203 -1.00079  -0.6516
O -0.20553 -2.32881 0.56473  -0.6380
O -2.60793 -3.11286 -0.37993  -0.6480
O 0.88986 -0.55741 -1.94119  -0.6897
O -0.91785 -0.58310 3.71279  -0.6401
O 1.24135 -0.27805 0.61812  -0.7462
O 0.32242 3.79314 -1.06717  -0.6257
O -1.77213 -0.09260 -2.92216  -0.6416
O 0.68240 1.58825 2.32775  -0.5916
H -0.37068 -0.44405 2.85032  0.2563
H 0.03761 3.65657 -0.20056  0.2938
H -1.26112 0.55322 -2.36073  0.3244
H 0.97933 1.03862 1.59866  0.4557
H 0.71469 -0.57970 -0.95195  0.3830
H -2.68012 -2.42712 -1.08869  0.3378
H 1.64901 -1.12440 -1.89796  0.2618
H -0.97858 -0.39811 -3.43282  0.3114
H 0.54998 0.99784 2.96866  0.2418
H -1.81496 -2.74937 0.07654  0.3953
H 1.67293 0.90897 -0.48649  0.4299
H 2.08562 -0.58551 1.01895  0.3231
H 1.17192 3.36070 -1.11547  0.3492
H -0.44546 -2.38019 1.48935  0.3827
H 0.31225 -1.43763 0.49744  0.4305
H 2.24370 1.27771 -1.89432  0.3603
H -1.85379 -0.39240 3.63192  0.3354